# 1
{
  "formula": "C2H2ClNS2",
  "method": "ωB97M-V/def2-TZVPD",
  "homo_energy_ev": [-9.0, -9.0],
  "de_lowest_kcal_mol": 28.35,
  "elements": ["C", "H", "N", "H", "C", "S", "Cl", "S"],
  "coordinates": [[0.30174, 0.94594, -0.06743], [-0.63087, -0.77022, 0.07353], [-1.27982, 3.02661, -0.06438], [1.33294, 0.43586, 0.06453], [-0.83816, 0.21994, -0.01083], [-2.40929, 0.89424, 0.09190], [-3.61955, -0.80303, 0.00532], [0.21161, 2.70712, 0.00946]]
}

***

# 2
{
  "formula": "C5H11HgO3",
  "method": "ωB97M-V/def2-TZVPD",
  "homo_energy_ev": -11.6,
  "charge": 1,
  "elements": ["H", "H", "C", "O", "C", "H", "H", "H", "C", "C", "C", "H", "H", "H", "H", "O", "H", "Hg", "O", "H"],
  "coordinates": [[1.45399, -1.13277, 1.17466], [-0.56401, -2.06583, 1.90868], [-3.15772, 0.14846, 0.06824], [0.66834, -1.14661, 0.51294], [-1.58961, -1.68712, 0.04113], [-0.04536, -3.09355, 0.53219], [-3.12298, 1.23611, -0.05071], [-1.44385, -1.83108, -1.03878], [2.57180, 1.44512, 0.01278], [2.63506, 1.58403, -1.34018], [-0.36346, -2.08737, 0.82948], [-2.45194, -2.28030, 0.37210], [3.48839, 1.33822, 0.61352], [3.51386, 1.20644, -1.86439], [1.92462, 2.22706, -1.86902], [1.43446, 1.53471, 0.70662], [-3.77099, -0.11353, 0.93890], [-0.16784, 0.76141, 0.35571], [-1.81982, -0.29627, 0.28081], [-3.56301, -0.32796, -0.83373]]
}

***

# 3
{
  "formula": "C18H24N2O3S",
  "method": "ωB97M-V/def2-TZVPD",
  "homo_energy_ev": -7.7,
  "de_lowest_kcal_mol": 382.67,
  "elements": ["O", "H", "H", "C", "H", "H", "C", "H", "H", "H", "C", "C", "C", "O", "C", "C", "H", "H", "S", "C", "C", "H", "H", "N", "C", "H", "H", "C", "H", "H", "C", "H", "C", "C", "H", "C", "C", "H", "H", "H", "C", "H", "N", "O", "H", "H", "C", "H"],
  "coordinates": [[2.44625, 2.76273, 0.48139], [-4.29970, -4.20336, -3.10800], [0.14352, 6.44799, -0.60526], [-1.74680, -5.00997, -0.91536], [0.52482, 0.29483, 0.76628], [-3.54997, 5.52624, -0.47135], [-0.63400, -4.52794, -0.43834], [-1.84667, 4.72387, 1.00199], [0.10367, 1.39590, 2.26359], [4.47328, -3.10165, 2.59284], [-2.29420, -4.37108, -1.99823], [-0.27150, -3.27173, -0.49731], [0.99695, 2.48943, 0.69983], [1.31565, -3.45589, 1.02962], [2.33683, -2.56852, 1.69301], [-1.95097, -3.01702, -2.17928], [-0.36964, 4.06989, -1.63568], [-2.57025, 4.53102, -1.41694], [2.42836, 0.86939, 2.48112], [0.76742, -2.68337, 0.17464], [-0.56287, -2.54679, -1.70570], [-2.35603, 6.32518, -1.45199], [-2.96081, -5.30672, -3.86224], [1.46365, -1.64645, 0.00896], [3.21286, -3.05874, 2.62351], [-2.01771, -6.06164, -1.02091], [3.17351, -4.16178, 2.80946], [-3.32195, -4.99208, -2.86303], [-2.49601, -2.44425, -3.24590], [1.35379, 4.38039, -0.75561], [3.18071, -0.26055, 1.23539], [3.06171, -2.44838, 3.56437], [0.03494, 5.30540, 0.01631], [0.87448, 1.23220, 1.39534], [-4.01390, -5.68967, -2.34703], [2.44016, -1.43012, 0.81519], [-1.52625, 5.36435, 0.39535], [-0.47013, -1.61608, -1.81823], [4.15667, -0.42972, 1.58908], [-0.21126, -5.20595, 0.43792], [-2.52765, 5.49552, -0.69384], [-0.71337, 2.76825, 0.30742], [0.08475, 3.07803, -0.00530], [1.74564, -0.18743, 3.26510], [-1.55456, 6.50070, 1.03606], [0.57850, 5.49398, 0.84988], [0.32491, 4.23664, -1.00050], [3.04316, 0.40496, 0.50233]]
}

***

Copy entry 3 word for word.
{
  "formula": "C18H24N2O3S",
  "method": "ωB97M-V/def2-TZVPD",
  "homo_energy_ev": -7.7,
  "de_lowest_kcal_mol": 382.67,
  "elements": ["O", "H", "H", "C", "H", "H", "C", "H", "H", "H", "C", "C", "C", "O", "C", "C", "H", "H", "S", "C", "C", "H", "H", "N", "C", "H", "H", "C", "H", "H", "C", "H", "C", "C", "H", "C", "C", "H", "H", "H", "C", "H", "N", "O", "H", "H", "C", "H"],
  "coordinates": [[2.44625, 2.76273, 0.48139], [-4.29970, -4.20336, -3.10800], [0.14352, 6.44799, -0.60526], [-1.74680, -5.00997, -0.91536], [0.52482, 0.29483, 0.76628], [-3.54997, 5.52624, -0.47135], [-0.63400, -4.52794, -0.43834], [-1.84667, 4.72387, 1.00199], [0.10367, 1.39590, 2.26359], [4.47328, -3.10165, 2.59284], [-2.29420, -4.37108, -1.99823], [-0.27150, -3.27173, -0.49731], [0.99695, 2.48943, 0.69983], [1.31565, -3.45589, 1.02962], [2.33683, -2.56852, 1.69301], [-1.95097, -3.01702, -2.17928], [-0.36964, 4.06989, -1.63568], [-2.57025, 4.53102, -1.41694], [2.42836, 0.86939, 2.48112], [0.76742, -2.68337, 0.17464], [-0.56287, -2.54679, -1.70570], [-2.35603, 6.32518, -1.45199], [-2.96081, -5.30672, -3.86224], [1.46365, -1.64645, 0.00896], [3.21286, -3.05874, 2.62351], [-2.01771, -6.06164, -1.02091], [3.17351, -4.16178, 2.80946], [-3.32195, -4.99208, -2.86303], [-2.49601, -2.44425, -3.24590], [1.35379, 4.38039, -0.75561], [3.18071, -0.26055, 1.23539], [3.06171, -2.44838, 3.56437], [0.03494, 5.30540, 0.01631], [0.87448, 1.23220, 1.39534], [-4.01390, -5.68967, -2.34703], [2.44016, -1.43012, 0.81519], [-1.52625, 5.36435, 0.39535], [-0.47013, -1.61608, -1.81823], [4.15667, -0.42972, 1.58908], [-0.21126, -5.20595, 0.43792], [-2.52765, 5.49552, -0.69384], [-0.71337, 2.76825, 0.30742], [0.08475, 3.07803, -0.00530], [1.74564, -0.18743, 3.26510], [-1.55456, 6.50070, 1.03606], [0.57850, 5.49398, 0.84988], [0.32491, 4.23664, -1.00050], [3.04316, 0.40496, 0.50233]]
}